9 unconnected molecules or ions with the total composition C23H54BO16, computed with ωB97M-V/def2-TZVPD.

LUMO energy: 2.12 eV
maximum force: 6.07 eV Å⁻¹
gap between HOMO and LUMO: 9.64 eV
total charge: -1
energy above the lowest of the compared OMol25 structures with the same formula, charge and spin: 0.0 kJ/mol
highest occupied orbital energy: -0.2765 hartree
E: -2137.6284 hartree

Geometry as XYZ:
```
94
Properties=species:S:1:pos:R:3:forces:R:3
O -3.76086 1.66938 1.37208 2.469 -2.913 -1.256
C -2.92324 0.81536 1.06243 -3.135 -0.284 0.735
O -3.20134 -0.53362 0.59942 1.707 3.063 1.183
B -1.87597 -1.17190 0.40024 0.089 0.713 1.122
O -0.83624 -0.13212 0.68879 -0.686 1.231 0.912
C -1.39471 1.00003 1.19150 0.524 -0.858 -1.523
O -0.82965 2.01550 1.51450 -0.376 -1.095 -0.068
O -1.70856 -1.67617 -0.96948 -1.202 3.194 0.513
C -1.40145 -2.88730 -0.94099 1.753 -4.043 -4.174
O -1.15959 -3.55298 -1.97078 -0.617 0.951 2.568
C -1.21351 -3.36350 0.46562 1.003 -2.055 1.973
O -1.53965 -2.36680 1.30813 -0.247 -0.460 -1.835
O -0.74458 -4.47395 0.73785 -1.256 2.400 -0.128
C 0.02030 1.13356 -2.06434 0.894 1.196 -0.892
C 1.50740 1.58134 -2.47127 -2.496 0.449 -0.740
C 1.74105 3.09335 -2.66548 -1.427 -0.710 -0.155
O 2.28695 1.19055 -1.41129 1.836 -0.928 0.834
H -0.20629 1.74063 -1.18784 -0.381 0.274 -0.027
H -0.16308 0.10691 -1.74739 0.885 -0.123 -0.257
H -0.69594 1.31629 -2.86541 -0.067 0.334 0.042
H 1.78613 1.15655 -3.43561 0.364 -0.857 0.367
H 1.55834 3.51769 -1.67823 0.352 0.608 -0.175
H 1.00681 3.47501 -3.37493 -0.163 0.219 0.047
H 2.71573 3.29542 -3.10962 0.135 -0.062 0.537
H 1.78579 1.36235 -0.61072 0.022 -0.077 0.258
C 4.94730 -1.98967 -0.14736 -0.421 -0.232 0.339
C 3.73489 -2.08274 -1.09454 0.493 1.269 -0.399
C 2.36673 -2.03407 -0.47606 -0.541 0.085 0.938
O 3.91267 -0.99014 -2.03111 0.453 -1.475 -0.762
H 5.06411 -1.02359 0.34371 -0.569 0.194 0.006
H 5.89058 -2.09135 -0.68400 -0.168 -0.383 -0.245
H 4.87177 -2.74116 0.63856 0.185 -0.183 0.041
H 3.75590 -3.04948 -1.59760 0.514 0.145 -0.637
H 2.25626 -2.78215 0.30897 0.356 0.250 0.568
H 1.51428 -2.32082 -1.09185 0.380 0.286 -0.793
H 2.18290 -1.01939 -0.12289 -0.199 -0.161 0.437
H 3.42452 -0.19416 -1.80810 -0.468 -0.016 0.640
C -1.81986 5.25028 2.05838 -0.861 -1.257 -2.177
C -0.32445 5.38062 2.13097 -0.458 -0.563 0.903
C 0.53392 5.27336 0.88064 -0.623 -1.602 -0.437
O -0.10902 6.62400 2.67985 1.283 2.705 0.874
H -2.31659 6.03246 1.48432 0.230 0.524 0.226
H -2.30691 5.12116 3.02492 0.231 0.125 0.096
H -2.05004 4.37088 1.45690 -0.213 -0.453 0.284
H -0.08292 4.66800 2.91960 0.779 -0.674 -0.487
H 0.53992 4.24430 0.52132 -0.538 -0.384 0.124
H 1.61118 5.38535 1.00346 -0.197 0.974 0.378
H 0.09570 5.81078 0.03967 0.330 0.557 0.158
H -0.59657 6.68976 3.50421 -0.018 0.054 0.006
C 1.08057 -2.02812 -3.98058 -1.265 0.520 -1.214
C -0.35382 -1.67079 -4.54378 -0.101 -1.220 0.415
C -0.27750 -0.79080 -5.75846 0.495 0.565 0.465
O -1.17153 -2.81906 -4.94903 1.303 0.681 0.406
H 1.10642 -2.77625 -3.18829 -0.251 -0.043 -0.245
H 1.52997 -1.11061 -3.60070 0.041 -0.030 0.080
H 1.65121 -2.32944 -4.85904 0.336 -0.329 0.210
H -0.91217 -1.18977 -3.74069 -0.030 0.284 0.038
H 0.34613 -1.23588 -6.53376 -0.277 -0.195 -0.148
H 0.24141 0.11853 -5.45521 -0.042 0.310 -0.102
H -1.27376 -0.52544 -6.11222 0.107 -0.134 -0.152
H -1.14532 -3.36159 -4.15747 -0.366 -0.435 0.264
C 1.41756 2.51308 4.23246 0.701 -0.469 -0.456
C 1.73717 1.82808 5.55180 0.224 0.004 -1.003
O 2.18722 2.80778 6.44794 0.166 0.578 1.113
H 0.96383 3.49569 4.36171 -0.330 -0.290 0.216
H 0.84986 1.86497 3.56480 -0.328 0.200 0.091
H 2.35227 2.70147 3.70433 0.145 0.132 -0.018
H 2.59558 1.16238 5.46196 -0.381 -0.631 -0.584
H 0.87408 1.25971 5.89843 -0.058 0.093 0.403
H 3.00517 2.45973 6.81047 -0.104 0.357 0.275
C -5.49013 5.01658 1.13796 0.881 -0.774 -0.605
C -5.35979 5.60955 2.48222 -1.313 -0.089 1.991
O -6.68051 5.96561 2.85071 -1.647 1.252 0.580
H -6.44202 4.49141 1.05923 -0.009 0.031 0.318
H -4.72538 4.23998 1.12572 0.246 0.078 -1.027
H -5.48505 5.73505 0.31828 0.463 -0.069 -0.018
H -4.68939 6.42932 2.74039 0.345 0.029 -0.853
H -5.18396 4.85196 3.24592 0.867 -0.459 -0.345
H -6.77633 6.89455 3.07315 0.174 -0.025 -0.043
C 2.66058 -5.94826 0.15980 -0.139 0.226 -0.246
C 2.78674 -7.45599 -0.13119 0.988 1.082 1.276
O 4.00801 -7.99333 0.42965 -0.291 0.034 -0.161
H 2.59791 -5.65940 1.20896 -0.060 -0.624 0.223
H 1.74985 -5.55589 -0.29267 -0.086 -0.007 -0.160
H 3.49255 -5.34763 -0.20784 0.191 -0.210 -0.409
H 2.83242 -7.63739 -1.20501 -0.703 -0.139 0.022
H 1.99092 -7.94281 0.43251 -0.111 -0.321 -0.649
H 4.70919 -7.72181 -0.16720 0.175 0.009 0.101
C -3.77535 -6.59282 -0.14763 -0.187 1.203 0.744
O -2.49861 -6.96247 0.33027 -0.328 -1.325 -0.378
H -3.90407 -6.34543 -1.20135 0.672 -0.208 -0.321
H -4.54161 -7.33237 0.08480 0.462 -0.425 0.155
H -4.08360 -5.69774 0.39266 -0.272 0.258 0.039
H -1.84643 -6.25820 0.34665 -0.246 0.576 -0.233
```
Positions in Å, forces in eV/Å.

The Mulliken scheme yields these atomic charges, measured in e: -0.57 0.38 -0.46 1.17 -0.40 0.60 -0.45 -0.73 0.84 -0.77 0.52 -0.55 -0.70 -0.58 0.53 -1.35 -0.59 0.05 -0.05 0.41 0.41 0.07 0.39 0.41 0.25 -1.63 0.76 -0.71 -0.62 0.32 0.39 0.35 0.31 0.54 -0.37 0.26 0.47 -1.26 1.41 -0.90 -0.63 0.39 0.45 0.03 -0.48 -0.13 0.43 0.36 0.36 -0.70 1.18 -1.54 -0.65 0.09 0.03 0.42 -0.23 0.40 0.30 0.38 0.38 -0.59 -0.38 -0.53 0.19 0.09 0.31 0.31 0.22 0.33 -0.69 -0.20 -0.57 0.37 0.04 0.25 0.37 0.15 0.30 -0.55 -0.48 -0.54 0.32 0.19 0.19 0.31 0.27 0.29 -0.59 -0.54 0.26 0.28 0.22 0.36